# C17H21N7O3S2

An isolated molecule of C17H21N7O3S2 in a non-equilibrium geometry (ωB97M-V with the def2-TZVPD basis set, the OMol25 dataset).

Atoms and positions in Å:
C: -3.905282 -3.347177 -2.895340
C: -3.647733 -2.570846 -1.666087
N: -3.367993 -3.068016 -0.524031
N: -3.188476 -2.186565 0.449540
C: -3.321721 -0.962114 0.075826
N: -3.213808 0.143398 0.852936
C: -2.619006 0.290325 2.104795
O: -2.634871 1.380874 2.625848
C: -2.284203 -0.970445 2.860530
H: -3.141949 -1.642506 2.834831
H: -2.053709 -0.685098 3.887255
S: -0.885298 -2.009210 2.279273
C: -0.030725 -0.863105 1.334094
N: -0.559503 0.335581 1.130508
C: 0.110262 1.228797 0.410707
N: 1.293782 1.018294 -0.142779
C: 1.847578 -0.181278 0.038064
N: 3.067700 -0.427986 -0.511376
C: 3.721106 -1.644179 -0.367741
O: 4.806159 -1.835311 -0.865821
N: 3.069584 -2.615701 0.369290
C: 1.828059 -2.477774 0.971736
O: 1.312063 -3.375892 1.606698
C: 1.217884 -1.186355 0.775759
C: 3.730304 -3.899070 0.541000
H: 3.972882 -4.046715 1.593356
H: 4.636047 -3.902400 -0.059295
H: 3.054296 -4.692873 0.225324
C: 3.718361 0.620862 -1.272196
H: 3.702172 1.544252 -0.696431
H: 4.740316 0.306547 -1.471017
H: 3.190705 0.780480 -2.212586
C: -0.559839 2.552359 0.241791
H: -1.172535 2.711810 1.132151
H: -1.238419 2.479558 -0.614113
C: 0.400799 3.727748 0.022637
C: -0.292481 5.035390 0.396984
H: -0.604554 5.023323 1.438427
H: 0.381499 5.876010 0.250078
H: -1.172341 5.190073 -0.224155
C: 0.885348 3.777878 -1.423677
H: 1.617578 4.571657 -1.551231
H: 1.343583 2.832543 -1.695534
H: 0.051323 3.971975 -2.095601
H: 1.266501 3.587587 0.677176
H: -3.446947 1.027183 0.417867
S: -3.711882 -0.799986 -1.644879
H: -3.198964 -3.068878 -3.676348
H: -4.911648 -3.149730 -3.262590
H: -3.802001 -4.405292 -2.671667

Forces on the atoms, in the same order (eV/Å):
C -0.061 -0.048 -0.226
C -0.082 0.882 -0.223
N -0.085 -1.330 -0.840
N -0.002 0.959 1.296
C -0.313 -0.211 -1.233
N -0.436 0.676 0.021
C -0.618 0.103 0.280
O -0.152 0.072 0.162
C 0.599 -0.250 0.122
H 0.014 0.024 0.009
H -0.116 0.088 -0.148
S -0.433 0.043 0.508
C 0.565 0.091 -0.245
N 0.415 -0.154 0.015
C 0.032 -0.435 0.103
N 0.512 0.023 -0.255
C -0.748 -0.296 0.499
N 0.075 0.041 -0.009
C 0.071 0.098 -0.078
O 0.157 -0.048 -0.070
N -0.006 -0.271 0.096
C 0.053 0.278 -0.136
O 0.251 -0.172 -0.070
C -0.279 0.295 0.008
C 0.164 -0.291 0.000
H -0.005 -0.041 -0.048
H -0.112 -0.005 0.079
H 0.058 0.018 0.042
C 0.303 0.239 -0.219
H 0.017 -0.017 -0.074
H -0.140 0.048 0.022
H 0.030 0.055 0.013
C 0.235 0.307 0.144
H -0.049 -0.039 -0.062
H -0.103 0.005 -0.047
C -0.217 0.046 -0.174
C 0.204 -0.212 0.047
H -0.074 0.050 0.114
H 0.029 0.133 -0.023
H -0.134 0.052 -0.077
C 0.120 -0.039 0.223
H 0.078 0.116 -0.079
H 0.056 -0.011 -0.126
H -0.131 0.048 -0.101
H -0.018 -0.011 0.003
H 0.073 -0.111 0.204
S 0.230 -0.644 0.694
H 0.009 -0.062 -0.074
H -0.036 -0.063 -0.069
H 0.004 -0.029 0.002

- 2S+1 = 1
- total charge = 0
- E_HOMO (eV) = -8.7
- orbital gap (eV) = 8.815
- SMILES = Cc1nnc(NC(=O)CSc2nc(CC(C)C)nc3c2c(=O)n(C)c(=O)n3C)s1
- lowest unoccupied orbital energy (eV) = 0.1
- DFT total energy (eV) = -56215.429

Löwdin atomic charge list, values in e, 5 entries: atom 1 (C): -0.09, atom 2 (C): -0.65, atom 3 (N): 0.01, atom 4 (N): -0.03, atom 5 (C): -0.62


# C17H21NO2S2

An isolated molecule of C17H21NO2S2 (ωB97M-V with the def2-TZVPD basis set, the OMol25 dataset).

Atoms and positions in Å:
C: -3.194604 -2.171129 1.446428
C: -1.906364 -1.921081 0.725843
C: -0.837691 -1.325312 1.384744
C: 0.368633 -1.104263 0.746605
C: 0.522132 -1.496544 -0.575126
C: -0.539715 -2.077957 -1.253336
C: -1.741223 -2.286521 -0.603909
H: -2.559629 -2.746377 -1.138128
H: -0.414087 -2.367229 -2.285554
S: 2.039784 -1.248201 -1.475833
C: 3.321873 -1.764029 -0.265872
C: 4.279451 -0.628958 0.092555
C: 3.479880 0.526105 0.672801
O: 3.067373 0.527309 1.814950
N: 3.226969 1.522420 -0.202392
H: 3.523942 1.424309 -1.160800
C: 2.277913 2.572880 0.081087
C: 1.098056 2.504112 -0.884954
H: 1.370600 2.898788 -1.863248
H: 0.747680 1.478970 -0.996031
S: -0.302868 3.509985 -0.296758
C: -1.161308 2.265860 0.733176
C: -2.167392 1.497437 -0.045029
C: -2.152439 0.961154 -1.299240
C: -3.425875 0.374498 -1.495223
C: -4.119385 0.597103 -0.349018
O: -3.368708 1.278417 0.533463
H: -5.114587 0.338046 -0.047057
H: -3.768555 -0.135656 -2.371573
H: -1.347793 0.982693 -2.004845
H: -0.394217 1.622326 1.166051
H: -1.663803 2.811188 1.531627
H: 2.760454 3.552773 0.014131
H: 1.944289 2.420038 1.111194
H: 4.837422 -0.314766 -0.790102
H: 4.976558 -0.991085 0.850303
H: 3.865325 -2.586273 -0.731996
H: 2.800434 -2.127084 0.617379
H: 1.175835 -0.634954 1.288066
H: -0.949301 -1.023188 2.416306
H: -3.086903 -3.022303 2.119499
H: -3.995993 -2.387534 0.744632
H: -3.472151 -1.305970 2.045203

Forces on the atoms, in the same order (eV/Å):
C 0.026 -0.064 0.041
C 0.002 -0.006 -0.046
C -0.052 -0.054 -0.065
C -0.054 -0.021 0.042
C 0.345 0.063 -0.215
C 0.080 0.005 0.028
C 0.003 -0.005 0.116
H -0.117 -0.031 -0.046
H 0.010 -0.096 -0.105
S 0.013 -0.250 0.036
C -0.221 0.016 -0.354
C -0.232 -0.005 0.182
C 0.503 -0.067 -0.512
O -0.164 -0.177 0.465
N 0.222 0.382 -0.189
H 0.018 -0.172 0.157
C -0.160 0.006 0.118
C -0.318 0.280 0.357
H -0.011 -0.091 -0.080
H 0.111 -0.053 -0.075
S 0.050 -0.042 0.034
C 0.087 0.331 -0.266
C 0.494 -0.150 -0.732
C 0.075 0.336 0.567
C -0.366 0.055 0.404
C -0.219 -0.397 -0.759
O 0.026 0.143 0.513
H -0.129 0.019 0.126
H -0.162 -0.133 -0.155
H 0.221 0.080 -0.090
H -0.065 -0.024 0.129
H 0.063 -0.063 0.055
H -0.097 -0.047 0.087
H 0.050 0.090 -0.168
H 0.053 0.000 0.010
H 0.025 0.101 -0.041
H -0.004 -0.010 0.153
H 0.067 -0.043 0.004
H 0.112 0.065 0.043
H -0.032 0.042 0.137
H -0.073 -0.050 0.054
H -0.094 -0.008 0.000
H -0.085 0.046 0.039

- 2S+1 = 1
- total charge = 0
- E_HOMO (eV) = -8.2
- orbital gap (eV) = 8.725
- SMILES = Cc1ccc(SCCC(=O)NCCSCc2ccco2)cc1
- lowest unoccupied orbital energy (eV) = 0.6
- DFT total energy (eV) = -45225.621

Löwdin atomic charge list, values in e, 5 entries: atom 1 (C): -0.05, atom 2 (C): -0.28, atom 3 (C): -0.04, atom 4 (C): -0.10, atom 5 (C): -0.53


# C17H21NO4

An isolated molecule of C17H21NO4 in a non-equilibrium geometry (ωB97M-V with the def2-TZVPD basis set, the OMol25 dataset).

Atoms and positions in Å:
C: 2.762540 -1.057420 -2.642598
C: 3.207799 -0.944898 -1.193538
C: 4.628728 -1.461419 -0.928020
O: 3.206894 0.437689 -0.760857
C: 1.965107 1.039386 -0.692531
O: 1.909945 2.258820 -0.618817
C: 0.805234 0.162231 -0.572741
C: -0.496563 0.770245 -0.209426
C: -1.744185 0.193934 -0.892694
C: -1.724127 -1.037470 -1.548836
C: -2.922355 -1.602348 -2.017462
C: -4.137872 -0.931943 -1.862829
C: -4.138271 0.355466 -1.317024
C: -2.948742 0.923468 -0.866316
C: 1.087551 -1.176525 -0.083312
O: 0.313176 -1.844742 0.606464
O: 2.324078 -1.706183 -0.332547
H: 1.757242 -0.634693 -2.784036
H: 3.474655 -0.512514 -3.272922
H: 2.759195 -2.109796 -2.948353
H: 4.870909 -1.301786 0.129941
H: 4.702117 -2.528512 -1.158310
H: 5.335922 -0.900075 -1.547255
H: -0.440887 1.850196 -0.392367
H: -0.777226 -1.561015 -1.691671
H: -2.891523 -2.582996 -2.491489
H: -5.078405 -1.393987 -2.180804
H: -5.070626 0.924800 -1.241301
H: -2.963127 1.948599 -0.486286
C: 0.000392 1.264733 3.479087
C: -1.521577 1.190145 3.375246
C: -1.874849 1.093759 1.895336
N: -0.629008 0.573748 1.258889
C: 0.571347 1.040082 2.083301
H: 0.336300 2.229157 3.864083
H: 0.391677 0.492206 4.146416
H: -1.889864 0.290952 3.876365
H: -2.013534 2.060200 3.816121
H: -2.697765 0.396202 1.684333
H: -2.106748 2.071447 1.452269
H: -0.646354 -0.459647 1.384862
H: 0.981486 1.944978 1.617486
H: 1.321315 0.235509 2.064152

Forces on the atoms, in the same order (eV/Å):
C 0.052 0.006 -0.226
C -0.113 0.304 0.692
C -0.490 0.240 0.008
O -0.449 -0.561 -0.473
C -0.981 0.009 0.263
O 0.319 -0.389 -0.148
C 1.924 -1.064 -0.009
C 0.082 -0.059 -0.942
C -0.150 0.299 -0.252
C -0.436 -0.084 0.013
C 0.168 0.193 0.123
C 0.198 0.051 0.028
C -0.033 0.025 -0.057
C 0.060 -0.269 -0.070
C -0.022 1.231 -0.539
O 0.017 -0.190 0.044
O 0.084 0.335 -0.182
H 0.409 -0.183 0.056
H -0.161 -0.090 0.100
H 0.005 0.185 0.099
H -0.074 -0.050 -0.285
H -0.085 0.195 0.001
H -0.141 -0.117 0.110
H 0.012 -0.138 0.143
H -0.410 0.127 0.151
H -0.042 0.240 0.099
H 0.419 0.184 0.064
H 0.359 -0.229 -0.075
H 0.018 -0.369 -0.085
C 0.542 0.072 0.243
C -0.580 -0.148 0.160
C 0.138 0.251 0.057
N -0.427 -0.273 1.348
C -0.296 -0.071 -0.416
H -0.047 -0.098 0.002
H -0.159 0.180 0.041
H 0.003 0.194 0.092
H 0.038 -0.203 0.068
H 0.304 0.383 0.052
H 0.133 -0.281 0.176
H 0.300 0.030 -0.403
H -0.174 -0.302 0.038
H -0.313 0.434 -0.108

- 2S+1 = 1
- total charge = 0
- E_HOMO (eV) = -7.8
- orbital gap (eV) = 8.245
- SMILES = CC1(C)OC(=O)C([C@@H](c2ccccc2)[NH+]2CCCC2)=C([O-])O1
- lowest unoccupied orbital energy (eV) = 0.5
- DFT total energy (eV) = -27650.144

Löwdin atomic charge list, values in e, 5 entries: atom 1 (C): 0.01, atom 2 (C): -0.52, atom 3 (C): 0.02, atom 4 (O): 0.06, atom 5 (C): -0.46